No. 1
The following is a quantum chemistry calculation of a cluster of 7 separate species, C6H27NO6 in total, from the OMol25 dataset.

Geometry as ORCA input:
```
! wB97M-V def2-TZVPD RIJCOSX def2/J DEFGRID3
* xyz -1 2
C 1.4712 3.0489 -0.6190
C 0.6222 1.9183 -0.2068
N 0.8954 0.5616 -0.9033
C 0.6044 0.7515 -2.3010
C -1.3749 -0.5493 -0.3780
C 0.1254 -0.6454 -0.4408
C 0.7037 -1.9813 -0.9517
H 1.1132 3.7651 -1.3728
H 1.9077 3.6222 0.1871
H 2.4169 2.6539 -0.9937
H 0.5382 1.8206 0.9036
H -0.4115 2.1774 -0.4448
H 1.0610 1.7138 -2.5816
H 0.9885 0.0805 -3.1089
H -0.4237 1.0714 -2.5296
H -1.8984 0.2723 -0.8893
H -1.8330 -1.5242 -0.5760
H -1.6521 -0.3460 0.6778
H 0.4073 -0.5324 0.6252
H 0.1045 -2.7613 -0.4890
H 0.7219 -2.1554 -2.0279
H 1.5891 -2.1161 -0.3827
H 3.0751 -0.2747 1.5290
H 4.1988 -0.9600 2.2037
O 3.3917 -0.4868 2.4380
H -2.9089 -0.3159 -3.4074
H -1.7150 -0.2820 -4.3389
O -2.5519 0.1685 -4.1617
H 0.4616 -0.1226 3.1132
H 0.1074 1.1461 3.8995
O -0.1415 0.6422 3.0702
H 2.6337 -0.0261 -0.5188
H 3.7521 -1.1537 -0.4567
O 3.5560 -0.2487 -0.1965
H -2.2625 -1.3784 3.1341
H -1.9301 0.0943 3.1767
O -2.7018 -0.5138 3.1192
H -3.7394 -2.6344 0.2490
H -3.5288 -1.5181 0.9701
O -4.3392 -1.9777 0.6527
*
```

Calculated values
frontier orbital gap (alpha / beta): 2.41 / 9.34 eV
E: -750.90054 Ha
lowest unoccupied orbital energy (alpha / beta): 2.9 / 2.8 eV

***

No. 2
The following is a quantum chemistry calculation of a cluster of 8 separate species, C6H27NO8 in total, from the OMol25 dataset.

Geometry as ORCA input:
```
! wB97M-V def2-TZVPD RIJCOSX def2/J DEFGRID3
* xyz 0 1
C -0.7088 -2.6960 -2.1449
N -0.8228 -2.7222 -0.6569
C -0.7958 -1.4512 0.0781
C -0.0728 -1.7081 1.3955
C 1.4223 -1.4702 1.4806
C 2.0410 -1.2615 2.6269
C -2.2312 -0.9305 0.3173
O -2.5395 -0.0483 -0.7944
H -1.5880 -3.0629 -2.6635
H -0.5142 -1.6618 -2.4396
H 0.2017 -3.2605 -2.3443
H -1.6357 -3.2743 -0.4288
H -0.2362 -0.7192 -0.4993
H -0.2319 -2.7355 1.7432
H -0.5109 -1.1890 2.2515
H 1.9195 -1.4326 0.5201
H 3.0823 -0.9722 2.7382
H 1.5863 -1.0464 3.5880
H -2.2222 -0.2683 1.1741
H -2.8973 -1.7894 0.3630
H -3.4876 0.1168 -0.7387
H -0.8175 0.5181 -1.8129
H -0.2900 1.3307 -3.0881
O -0.3064 1.2802 -2.1234
H 1.1900 0.9404 -0.0057
H 2.7120 0.9749 -0.2656
O 2.0421 1.0849 0.4194
H -1.6298 2.3029 0.3652
H -1.3949 2.6801 -1.2027
O -1.5998 2.9865 -0.3107
H 1.5888 0.7355 -2.3446
H 1.3453 -0.7286 -2.6487
O 1.9413 -0.0043 -2.8619
H -0.9528 0.5682 2.2903
H -0.0663 1.8879 2.1325
O -0.4993 1.1497 1.6796
H 1.3781 0.9990 2.7473
H 2.4472 1.9327 3.3098
O 1.5852 1.5563 3.5098
H 0.0226 4.1809 -1.3005
H 0.8923 3.1394 -2.0321
O 0.6537 4.0679 -2.0231
*
```

Calculated values
frontier orbital gap: 9.51 eV
E: -901.39865 Ha
lowest unoccupied orbital energy: 0.2 eV

***

No. 3
The following is a quantum chemistry calculation of a cluster of 7 separate species, C6H27O7 in total, from the OMol25 dataset.

Geometry as ORCA input:
```
! wB97M-V def2-TZVPD RIJCOSX def2/J DEFGRID3
* xyz 0 2
O -0.8940 -0.0045 0.1879
H -0.7050 -0.5884 -0.5503
H -0.8711 -0.3743 1.0736
H -1.6924 0.5056 0.0329
O -1.4896 -1.0771 2.3198
H -2.0261 -1.8659 2.3983
H -1.2283 -0.8742 3.2180
O -0.4921 -4.1150 -0.1620
H 0.0840 -3.3657 -0.0107
H -0.4914 -4.5900 0.6691
O -3.3184 0.6741 0.1243
H -4.0669 0.1025 0.2956
H -3.7078 1.4982 -0.1681
O -1.7621 -1.4954 -1.9140
H -2.0712 -2.3940 -1.7990
H -1.4494 -1.4630 -2.8181
C 2.8416 -3.0933 -0.8627
C 2.2669 -1.9040 -0.1866
C 2.1570 -0.6840 -1.1070
O 1.1316 -1.9693 0.5001
H 3.8671 -2.8099 -1.0996
H 2.4929 -3.4335 -1.8378
H 2.8239 -3.9924 -0.2467
H 2.8689 -1.6963 0.6980
H 1.9605 0.3271 -0.7506
H 1.3356 -0.8608 -1.8013
H 3.0544 -0.4270 -1.6698
H 1.3191 -2.1909 1.4151
C 0.8048 2.8343 -0.4255
C 0.0862 3.4568 0.7823
C -1.0266 4.3615 0.2434
O -0.6852 2.5330 1.4931
H 1.0036 3.7024 -1.0539
H 0.1585 2.1277 -0.9461
H 1.6946 2.3609 -0.0102
H 0.7738 4.0393 1.3955
H -1.6780 4.8283 0.9822
H -1.6176 3.7702 -0.4559
H -0.4169 5.1446 -0.2073
H -1.0347 3.0026 2.2540
*
```

Calculated values
frontier orbital gap (alpha / beta): 2.94 / 10.26 eV
E: -771.28060 Ha
lowest unoccupied orbital energy (alpha / beta): 0.3 / 0.2 eV

***

No. 4
The following is a quantum chemistry calculation of a cluster of 8 separate species, C6H27O8 in total, from the OMol25 dataset.

Geometry as ORCA input:
```
! wB97M-V def2-TZVPD RIJCOSX def2/J DEFGRID3
* xyz -1 1
C -2.2017 1.4260 0.9547
O -2.5740 2.5700 0.2356
C -1.8326 0.3309 0.0439
C -1.4318 -0.9820 0.7248
C -0.0049 -1.3503 0.5173
C 0.1798 -1.7210 -1.0008
C -0.4612 -3.0180 -1.6442
H -3.0210 1.2409 1.6757
H -1.2878 1.6039 1.7437
H -0.8689 0.7824 -0.5011
H -2.5749 0.1559 -0.6969
H -1.7864 -0.9160 1.8036
H -2.2856 -1.6602 0.4623
H 0.6271 -0.4578 0.6909
H 0.5547 -2.1130 1.1848
H 1.2210 -1.8246 -1.3407
H -0.2303 -0.7608 -1.5774
H -0.1691 -4.0470 -1.2017
H -1.4927 -2.9659 -1.5738
H -0.1144 -3.1214 -2.5760
H 1.6549 -0.9802 3.3027
H 1.7545 0.1512 2.3456
O 1.9685 -0.8874 2.4637
H 1.7713 2.0907 1.8920
H 0.3907 1.9985 1.2223
O 1.0775 1.5243 1.9098
H 0.5576 2.5416 -2.5676
H 0.6005 2.3700 -1.0198
O 1.1544 2.3061 -1.8903
H -3.4142 -1.8353 -1.5869
H -2.3541 -1.5588 -2.6910
O -3.3522 -1.8274 -2.5291
H -1.6479 2.9405 0.0090
H -0.3895 3.7160 0.9387
O -0.1857 3.0136 0.4461
H 3.2319 1.9214 0.0895
H 2.7628 3.1986 -0.6010
O 3.5604 2.7989 -0.1420
H 3.9066 -1.6945 -0.2304
H 3.1171 -2.4126 0.7600
O 3.5897 -2.5471 -0.0460
*
```

Calculated values
frontier orbital gap: 9.18 eV
E: -846.67782 Ha
lowest unoccupied orbital energy: 3.2 eV

***

No. 5
The following is a quantum chemistry calculation of a structure of composition C6H28BaN2O6, from the OMol25 dataset.

Geometry as ORCA input:
```
! wB97M-V def2-TZVPD RIJCOSX def2/J DEFGRID3
* xyz 2 1
N 3.8732 -0.4300 -0.8982
H 3.9747 -1.3053 -1.3919
H 3.2241 -0.3726 -0.1265
H 3.6814 0.3336 -1.5308
H 4.7647 -0.2958 -0.4429
N 0.3376 2.3745 2.6101
H 0.0497 3.0159 1.8850
H -0.5156 1.9226 2.9068
H 0.7621 2.9236 3.3439
H 0.9471 1.7268 2.1315
Ba 0.5954 2.5478 -1.6844
O 1.6424 0.9339 0.4452
C 0.8873 -0.2375 0.6361
C -0.7484 -0.1441 0.3987
O -1.2202 0.4684 -0.7941
H 1.1435 -0.5786 1.6392
H 1.4339 -0.9431 0.0104
H -1.1209 0.4626 1.2241
H -1.2902 -1.0776 0.5506
C 3.8300 0.7099 3.2019
O 4.0295 1.3997 1.9848
H 3.7243 -0.3352 2.9108
H 4.6987 0.7135 3.8603
H 3.1565 1.1539 3.9350
H 3.1956 1.4057 1.5091
C -0.1901 -0.5871 -4.2016
O -0.4835 0.6365 -3.4971
H 0.2156 -1.2958 -3.4796
H -0.9830 -1.1730 -4.6664
H 0.5821 -0.3971 -4.9471
H -0.8612 0.3291 -2.6698
C -2.8711 -2.5685 -1.7692
O -2.9898 -1.2043 -2.3372
H -1.8067 -2.7405 -1.6097
H -3.4991 -2.7057 -0.8889
H -3.1494 -3.2511 -2.5722
H -2.4241 -0.6851 -1.7610
C -4.6467 -0.2040 1.2987
O -4.1828 0.4288 0.1459
H -4.9447 -1.2195 1.0376
H -3.9204 -0.0713 2.1005
H -5.5343 0.3627 1.5801
H -3.3677 -0.0267 -0.0772
*
```

Calculated values
frontier orbital gap: 6.34 eV
E: -831.15153 Ha
lowest unoccupied orbital energy: -7.5 eV

***

No. 6
The following is a quantum chemistry calculation of a cluster of 8 separate species, C6H28NO8 in total, from the OMol25 dataset.

Geometry as ORCA input:
```
! wB97M-V def2-TZVPD RIJCOSX def2/J DEFGRID3
* xyz -1 1
C 0.9319 -0.2747 2.0649
O 2.3209 -0.5620 1.8959
C 0.1662 -1.5912 1.8735
C -0.7405 -1.6117 0.6381
C -2.0708 -0.8600 0.8315
C -2.3687 0.1666 -0.2681
C -2.5463 -0.4526 -1.6485
N -3.7118 -1.3238 -1.8088
H 0.6214 0.4624 1.3192
H 0.7860 0.1297 3.0727
H -0.4115 -1.8366 2.7692
H 0.8982 -2.3979 1.7883
H -0.1809 -1.2291 -0.2199
H -0.9662 -2.6509 0.3791
H -2.0662 -0.3386 1.7945
H -2.9073 -1.5629 0.8990
H -3.2790 0.7130 0.0146
H -1.5854 0.9278 -0.2729
H -1.6610 -1.0260 -1.9290
H -2.6261 0.3582 -2.3780
H -3.6097 -2.1446 -1.2215
H -4.5602 -0.8548 -1.5067
H 2.5631 3.9263 0.1381
H 2.9852 2.3298 1.0747
O 2.1526 3.0846 0.3620
H 2.8502 0.2977 1.8225
H 4.3533 1.4765 0.9122
O 3.6991 1.6607 1.5979
H -0.1336 3.2111 2.3387
H 0.6658 3.3996 1.0062
O -0.2354 3.5249 1.4338
H -0.2111 2.4131 -1.1566
H 1.2888 2.5390 -0.9256
O 0.6192 2.2758 -1.6279
H 2.5503 -1.2159 0.3466
H 2.1079 -2.4352 -0.4753
O 2.6596 -1.6461 -0.5310
H -1.4588 -2.1192 -2.7193
H 0.0324 -1.7748 -2.5956
O -0.5979 -2.5304 -2.5885
H 1.7058 -0.6716 -1.8033
H 0.8982 0.5727 -2.2114
O 1.0722 -0.3587 -2.4852
*
```

Calculated values
frontier orbital gap: 9.67 eV
E: -902.17187 Ha
lowest unoccupied orbital energy: 3.2 eV

***

What did the fourth record say?
The following is a quantum chemistry calculation of a cluster of 8 separate species, C6H27O8 in total, from the OMol25 dataset.

Geometry as ORCA input:
```
! wB97M-V def2-TZVPD RIJCOSX def2/J DEFGRID3
* xyz -1 1
C -2.2017 1.4260 0.9547
O -2.5740 2.5700 0.2356
C -1.8326 0.3309 0.0439
C -1.4318 -0.9820 0.7248
C -0.0049 -1.3503 0.5173
C 0.1798 -1.7210 -1.0008
C -0.4612 -3.0180 -1.6442
H -3.0210 1.2409 1.6757
H -1.2878 1.6039 1.7437
H -0.8689 0.7824 -0.5011
H -2.5749 0.1559 -0.6969
H -1.7864 -0.9160 1.8036
H -2.2856 -1.6602 0.4623
H 0.6271 -0.4578 0.6909
H 0.5547 -2.1130 1.1848
H 1.2210 -1.8246 -1.3407
H -0.2303 -0.7608 -1.5774
H -0.1691 -4.0470 -1.2017
H -1.4927 -2.9659 -1.5738
H -0.1144 -3.1214 -2.5760
H 1.6549 -0.9802 3.3027
H 1.7545 0.1512 2.3456
O 1.9685 -0.8874 2.4637
H 1.7713 2.0907 1.8920
H 0.3907 1.9985 1.2223
O 1.0775 1.5243 1.9098
H 0.5576 2.5416 -2.5676
H 0.6005 2.3700 -1.0198
O 1.1544 2.3061 -1.8903
H -3.4142 -1.8353 -1.5869
H -2.3541 -1.5588 -2.6910
O -3.3522 -1.8274 -2.5291
H -1.6479 2.9405 0.0090
H -0.3895 3.7160 0.9387
O -0.1857 3.0136 0.4461
H 3.2319 1.9214 0.0895
H 2.7628 3.1986 -0.6010
O 3.5604 2.7989 -0.1420
H 3.9066 -1.6945 -0.2304
H 3.1171 -2.4126 0.7600
O 3.5897 -2.5471 -0.0460
*
```

Calculated values
frontier orbital gap: 9.18 eV
E: -846.67782 Ha
lowest unoccupied orbital energy: 3.2 eV